1.
ORCA calculation (the ωB97M-V functional and the def2-TZVPD basis) on 4 unconnected molecules or ions with the total composition H8O4 in a non-equilibrium geometry.

Computed properties:
SMILES string   O.O.O.O
Total charge   0
HOMO level   -11.56 eV
Energy relative to the best compared isomer or geometry (same formula, charge and spin)   11.3 kcal/mol
HOMO-LUMO gap   0.4461 hartree
Strongest force on any atom   1.55 eV/A

```
12
H8O4, DFT the ωB97M-V functional and the def2-TZVPD basis
O 0.555 -0.205 -1.718
H 0.670 -0.260 -2.680
H -0.407 -0.074 -1.538
O 1.759 -0.694 0.858
H 1.243 -0.819 0.049
H 2.221 0.150 0.714
O -0.368 1.126 1.630
H 0.264 0.369 1.811
H -0.276 1.400 0.699
O -1.936 -0.127 -0.264
H -1.547 0.186 0.553
H -2.178 -1.053 -0.115
```

***

2.
ORCA calculation (the ωB97M-V functional and the def2-TZVPD basis) on 4 unconnected molecules or ions with the total composition H8O4.

Computed properties:
SMILES string   O.O.O.O
Total charge   0
HOMO level   -10.40 eV
Energy relative to the best compared isomer or geometry (same formula, charge and spin)   13.8 kcal/mol
HOMO-LUMO gap   0.4030 hartree
Strongest force on any atom   0.26 eV/A

```
12
H8O4, DFT the ωB97M-V functional and the def2-TZVPD basis
O -2.746 1.643 -0.154
H -1.832 1.329 -0.267
H -3.131 1.035 0.482
O 2.552 0.958 -0.185
H 2.516 1.658 0.475
H 3.006 1.349 -0.938
O -0.276 0.225 -0.356
H -0.247 -0.648 0.072
H 0.648 0.468 -0.500
O 0.103 -2.435 0.618
H 0.094 -2.783 -0.281
H -0.687 -2.798 1.033
```

***

3.
ORCA calculation (the ωB97M-V functional and the def2-TZVPD basis) on 4 unconnected molecules or ions with the total composition H8O4.

Computed properties:
SMILES string   O.O.O.O
Total charge   0
HOMO level   -11.44 eV
Energy relative to the best compared isomer or geometry (same formula, charge and spin)   27.2 kcal/mol
HOMO-LUMO gap   0.4338 hartree
Strongest force on any atom   0.29 eV/A

```
12
H8O4, DFT the ωB97M-V functional and the def2-TZVPD basis
O -1.106 9.357 -8.091
H -0.397 9.460 -7.456
H -1.147 8.415 -8.254
O 3.504 8.975 -4.228
H 2.666 8.715 -3.847
H 3.945 8.148 -4.424
O 4.573 13.823 -6.437
H 4.203 13.174 -5.839
H 5.357 14.141 -5.989
O 0.044 5.921 -2.172
H -0.279 5.347 -1.479
H 0.432 5.327 -2.815
```

***

What is the formula in the first record?
H8O4

***

What is the formula in the second record?
H8O4

***

Which value of HOMO level does entry 2 give?
-10.40 eV